The following is a DFT calculation (ωB97M-V/def2-TZVPD) of an isolated ion of composition C8H17N4 and charge +1.

Calculated values
* charge: +1
* energy relative to the best compared isomer or geometry (same formula, charge and spin): 80.9 kcal per mole
* frontier orbital gap: 8.8 eV

Last column: natural (NBO) charge in e.
Cartesian coordinates (Å):
C: 2.165 -0.289 0.021  -0.01
C: 0.938 0.219 -0.110  0.24
C: 1.983 -1.772 -0.282  -0.25
C: -1.261 -0.470 0.250  0.11
C: 3.429 0.417 0.338  -0.64
C: -3.731 -0.738 0.570  -0.60
C: 0.459 2.477 -0.509  -0.44
C: -2.531 -0.994 -0.376  -0.42
N: 0.577 -1.941 -0.742  -0.43
N: -1.154 0.962 0.681  -0.41
N: -0.068 -0.643 -0.584  -0.29
N: 0.265 1.403 0.451  -0.23
H: 2.746 -2.064 -1.139  0.22
H: 2.091 -2.376 0.621  0.22
H: -1.035 -0.910 1.134  0.17
H: 4.253 -0.184 0.138  0.25
H: 3.466 0.509 1.425  0.24
H: 3.396 1.385 -0.100  0.22
H: -3.737 -1.315 1.414  0.22
H: -4.726 -0.897 0.129  0.24
H: -3.752 0.341 0.928  0.20
H: 0.171 2.141 -1.562  0.26
H: 0.043 3.475 -0.213  0.25
H: 1.517 2.633 -0.476  0.23
H: -2.772 -0.445 -1.262  0.22
H: -2.329 -2.089 -0.455  0.25
H: 0.784 -2.147 -1.729  0.37
H: -1.802 1.539 0.074  0.38
H: 0.614 1.773 1.365  0.45



The following is a DFT calculation (ωB97M-V/def2-TZVPD) of a 3-piece molecular cluster, C8H17NO2S overall.

Calculated values
* charge: 0
* energy relative to the best compared isomer or geometry (same formula, charge and spin): 75.5 kcal per mole
* frontier orbital gap: 9.0 eV

Last column: natural (NBO) charge in e.
Cartesian coordinates (Å):
C: 2.569 -0.833 -0.685  -0.41
C: 2.371 0.214 0.493  -0.39
C: 1.247 -1.567 -0.998  -0.37
C: 1.141 1.159 0.366  -0.49
C: 0.068 -0.505 -1.029  -0.51
C: 0.053 0.122 0.264  0.37
C: -2.594 2.178 -0.067  -0.68
C: -2.601 0.801 -0.697  -0.44
N: -0.705 -0.100 1.295  -0.69
O: -2.098 -3.409 2.115  -0.98
O: -4.735 0.136 0.538  -0.93
S: -3.732 -0.372 -0.414  1.14
H: 2.726 -0.281 -1.653  0.19
H: 3.492 -1.343 -0.481  0.23
H: 2.082 -0.430 1.372  0.20
H: 3.125 0.921 0.830  0.22
H: 1.323 -2.209 -1.907  0.22
H: 0.946 -2.202 -0.270  0.20
H: 0.992 1.718 1.285  0.21
H: 1.387 1.812 -0.490  0.21
H: 0.194 0.067 -1.919  0.23
H: -0.907 -1.058 -1.077  0.23
H: -2.838 2.922 -0.741  0.23
H: -1.709 2.417 0.509  0.23
H: -3.465 2.043 0.715  0.25
H: -2.004 0.578 -1.500  0.20
H: -1.720 -2.487 1.880  0.50
H: -2.676 -3.786 1.448  0.47
H: -0.630 0.524 2.052  0.35



The following is a DFT calculation (ωB97M-V/def2-TZVPD) of a 2-piece molecular cluster, C8H17NOS overall.

Calculated values
* charge: 0
* energy relative to the best compared isomer or geometry (same formula, charge and spin): 105.9 kcal per mole
* frontier orbital gap (spin up / spin down): 7.7 / 8.6 eV

Last column: natural (NBO) charge in e.
Cartesian coordinates (Å):
C: -1.896 -0.430 1.095  -0.31
C: -1.044 -1.519 1.630  -0.01
C: -0.274 -1.204 2.868  -0.61
C: -1.420 -2.997 1.687  -0.62
C: 0.405 0.403 -2.308  -0.63
C: -0.634 2.412 -1.180  -0.64
C: 1.980 2.304 -1.624  -0.64
C: 0.650 1.593 -1.338  -0.19
N: -0.834 -0.913 0.402  -0.34
O: 0.233 1.728 1.264  -0.89
S: 0.963 0.816 0.356  1.10
H: -2.939 -0.661 0.690  0.20
H: -1.691 0.601 1.430  0.24
H: -0.538 -0.227 3.259  0.23
H: 0.805 -1.198 2.622  0.21
H: -0.387 -2.022 3.659  0.22
H: -1.815 -3.384 0.623  0.21
H: -2.228 -3.291 2.387  0.22
H: -0.588 -3.806 1.781  0.22
H: -0.768 0.510 -2.519  0.22
H: 0.881 0.598 -3.252  0.21
H: 0.807 -0.541 -1.851  0.23
H: -0.928 2.794 -2.159  0.22
H: -0.461 3.188 -0.403  0.24
H: -1.473 1.663 -0.880  0.22
H: 2.332 2.808 -0.646  0.23
H: 2.591 1.507 -2.069  0.22
H: 1.811 3.182 -2.356  0.23



The following is a DFT calculation (ωB97M-V/def2-TZVPD) of C8H17NTa as an isolated structure.

Calculated values
* charge: -1
* energy relative to the best compared isomer or geometry (same formula, charge and spin): 0.0 kcal per mole
* frontier orbital gap: 7.8 eV

Last column: natural (NBO) charge in e.
Cartesian coordinates (Å):
Ta: 2.776 0.117 0.444  2.09
C: 1.144 -0.704 -0.948  -1.05
C: 0.427 -1.975 -0.439  -0.40
C: -0.687 -1.748 0.579  -0.41
C: -1.905 -0.968 0.071  -0.20
N: -1.771 0.475 -0.030  -0.34
C: -2.057 1.229 -1.113  -0.07
C: -1.769 2.512 -0.799  -0.31
C: -1.285 2.535 0.516  -0.30
C: -1.301 1.257 0.968  -0.05
H: 3.004 1.602 -0.664  -0.48
H: 4.103 -0.755 -0.525  -0.48
H: 2.594 -1.317 1.621  -0.52
H: 1.666 1.167 1.488  -0.48
H: 4.175 0.803 1.467  -0.46
H: 0.465 0.104 -1.234  0.22
H: 1.669 -0.985 -1.868  0.23
H: 1.180 -2.586 0.057  0.21
H: 0.033 -2.563 -1.278  0.17
H: -1.078 -2.734 0.847  0.19
H: -0.275 -1.349 1.504  0.22
H: -2.750 -1.235 0.709  0.18
H: -2.154 -1.357 -0.916  0.20
H: -2.428 0.875 -2.055  0.20
H: -1.850 3.377 -1.434  0.21
H: -0.925 3.352 1.115  0.22
H: -1.001 0.870 1.918  0.22



The following is a DFT calculation (ωB97M-V/def2-TZVPD) of C8H17O3P2Rh as an isolated structure.

Calculated values
* multiplicity: 5
* charge: 0
* energy relative to the best compared isomer or geometry (same formula, charge and spin): 0.0 kcal per mole
* <S²>: 6.026
* frontier orbital gap (spin up / spin down): 5.2 / 6.4 eV

Last column: natural (NBO) charge in e.
Cartesian coordinates (Å):
C: 2.323 -1.415 -1.326  -0.37
C: 3.633 -1.448 -0.776  -0.15
C: 3.586 -2.235 0.439  -0.19
C: 2.237 -2.605 0.671  -0.33
C: 1.436 -2.086 -0.404  -0.06
Rh: -1.303 -0.689 -1.105  -0.13
P: -1.285 0.150 -3.106  0.09
H: 2.054 -0.914 -2.262  0.21
H: 4.533 -0.999 -1.183  0.21
H: 4.436 -2.535 1.047  0.21
H: 0.335 -2.183 -0.566  0.17
H: 1.826 -3.185 1.492  0.22
H: -1.800 -0.763 -4.064  0.01
H: 0.028 0.431 -3.614  0.01
H: -2.037 1.342 -3.384  0.00
C: -0.721 3.198 -0.513  -0.27
O: -1.756 2.324 -0.036  -0.82
P: -1.313 0.836 0.369  1.71
O: -0.010 0.992 1.329  -0.83
C: -0.164 1.380 2.718  -0.26
O: -2.509 0.473 1.418  -0.82
C: -2.826 -0.931 1.376  -0.29
H: -0.676 3.181 -1.609  0.18
H: 0.261 2.899 -0.103  0.20
H: -0.965 4.200 -0.144  0.20
H: 0.812 1.746 3.059  0.20
H: -0.907 2.190 2.828  0.19
H: -0.448 0.515 3.331  0.19
H: -2.466 -1.411 2.302  0.18
H: -3.917 -0.994 1.337  0.19
H: -2.399 -1.463 0.476  0.13



The following is a DFT calculation (ωB97M-V/def2-TZVPD) of C8H18BFeNO4 as an isolated structure.

Calculated values
* multiplicity: 6
* charge: +3
* <S²>: 8.758
* frontier orbital gap (spin up / spin down): 7.4 / 5.1 eV

Last column: Mulliken spin population.
Cartesian coordinates (Å):
C: -2.368 1.814 -0.319  0.07
C: -3.153 0.629 -0.714  0.09
C: -2.499 -0.522 -1.433  0.08
C: -0.962 -0.552 -1.550  0.04
O: -0.329 -1.306 -0.496  0.03
N: 0.409 -0.504 0.427  0.01
C: -0.293 -0.605 1.762  0.01
C: 0.643 -0.546 2.969  0.00
C: 1.641 -1.191 0.565  -0.02
O: 1.629 -2.477 0.631  0.16
O: 2.746 -0.570 0.644  0.04
B: 2.972 0.625 -0.236  0.00
C: 2.542 0.710 -1.737  0.00
O: 3.580 1.601 0.399  0.00
H: -1.373 1.616 0.060  0.01
H: -2.367 2.547 -1.159  0.11
H: -2.902 2.353 0.484  0.06
H: -3.675 0.203 0.234  0.30
H: -3.982 0.996 -1.345  0.04
H: -2.761 -1.465 -0.916  0.08
H: -2.942 -0.646 -2.434  0.06
H: -0.766 -1.140 -2.449  0.03
H: -0.502 0.418 -1.701  0.00
H: -0.822 -1.554 1.750  0.00
H: -1.033 0.178 1.876  0.00
H: 0.026 -0.301 3.828  0.00
H: 1.371 0.257 2.908  0.00
H: 1.102 -1.504 3.204  0.00
H: 1.967 -0.138 -2.101  0.00
H: 1.956 1.617 -1.865  0.00
H: 3.429 0.787 -2.363  0.00
H: 3.818 2.311 -0.212  0.00
Fe: 2.899 -3.639 1.287  3.82



| no. | total energy (hartree) | largest force on an atom (eV/A) |
| --- | --- | --- |
| 1 | -533.6604 | 3.7 |
| 2 | -918.3219 | 4.9 |
| 3 | -843.0128 | 5.2 |
| 4 | -426.5762 | 1.7 |
| 5 | -1333.7782 | 2.8 |
| 6 | -1958.6092 | 3.2 |